# 1
The following is a quantum chemistry calculation of the molecule C8H6N2O, from OMol25.

## Properties
* SMILES string: [H]/N=c1\ocnc2ccccc12
* multiplicity: 1
* relative energy (zero: lowest compared OMol25 entry of this formula, charge and spin): 134.3 kJ/mol
* orbital gap: 9.41 eV
* total charge: 0
* HOMO: -8.89 eV

Structure (XYZ):
```
17
Properties=species:S:1:pos:R:3:mulliken_charge:R:1
H -0.96 3.45 1.06 0.257
N -0.36 2.66 0.93 -0.676
C -0.75 1.64 0.29 0.388
O -2.03 1.49 -0.19 -0.403
C -2.49 0.27 -0.60 0.085
N -1.83 -0.81 -0.78 -0.595
C -0.48 -0.75 -0.51 0.392
C 0.34 -1.83 -0.74 -0.622
C 1.56 -1.88 -0.12 -0.238
C 2.08 -0.75 0.46 -0.445
C 1.35 0.44 0.48 -0.654
C 0.03 0.40 0.11 0.571
H -3.52 0.53 -0.72 0.406
H 0.06 -2.70 -1.23 0.486
H 2.32 -2.70 -0.12 0.310
H 3.09 -0.90 0.77 0.379
H 1.59 1.45 0.91 0.358
```

# 2
The following is a quantum chemistry calculation of the molecule C8H6N2O, from OMol25.

## Properties
* SMILES string: c1ccc(-c2ncco2)nc1
* multiplicity: 1
* relative energy (zero: lowest compared OMol25 entry of this formula, charge and spin): 352.2 kJ/mol
* orbital gap: 9.76 eV
* total charge: 0
* HOMO: -9.12 eV

Structure (XYZ):
```
17
Properties=species:S:1:pos:R:3:mulliken_charge:R:1
C -2.94 -0.59 0.11 -0.479
C -2.05 -1.54 -0.31 -0.575
C -0.69 -1.23 -0.40 -0.325
C -0.31 0.04 0.10 0.661
C 1.13 0.45 0.07 0.371
N 1.81 0.99 1.07 -0.528
C 3.11 1.13 0.49 -0.181
C 3.09 0.62 -0.73 -0.304
O 1.87 0.23 -1.02 -0.323
N -1.18 0.94 0.61 -0.560
C -2.49 0.65 0.52 -0.310
H -3.97 -0.89 0.17 0.351
H -2.28 -2.38 -0.64 0.684
H 0.31 -1.94 -0.79 0.156
H 3.87 1.72 1.30 0.281
H 3.67 0.47 -1.54 0.476
H -2.95 1.33 1.00 0.606
```

# 3
The following is a quantum chemistry calculation of the molecule C8H6N4O3, from OMol25.

## Properties
* SMILES string: Nc1nnc(-c2cccc([N+](=O)[O-])c2)o1
* multiplicity: 1
* relative energy (zero: lowest compared OMol25 entry of this formula, charge and spin): 0.0 kJ/mol
* orbital gap: 8.11 eV
* total charge: 0
* HOMO: -8.69 eV

Structure (XYZ):
```
21
Properties=species:S:1:pos:R:3:mulliken_charge:R:1
N -4.62 0.16 -0.06 -0.409
C -3.34 0.57 -0.01 0.591
N -2.90 1.80 -0.02 -0.718
N -1.56 1.72 -0.02 -0.162
C -1.22 0.47 -0.01 0.269
C 0.11 -0.08 -0.01 0.560
C 0.31 -1.46 -0.02 -0.583
C 1.59 -1.98 -0.02 -0.612
C 2.69 -1.14 -0.02 -0.404
C 2.48 0.24 -0.02 -0.065
N 3.62 1.12 -0.02 1.036
O 4.72 0.61 -0.02 -0.629
O 3.42 2.31 -0.01 -0.603
C 1.20 0.78 -0.01 -0.349
O -2.33 -0.34 0.00 -0.363
H -5.31 0.87 0.13 0.297
H -4.82 -0.78 0.21 0.228
H -0.54 -2.12 -0.02 0.459
H 1.74 -3.05 -0.02 0.398
H 3.70 -1.52 -0.02 0.486
H 1.06 1.85 -0.01 0.575
```

# 4
The following is a quantum chemistry calculation of a structure of composition C8H6NO5Y, from OMol25.

## Properties
* multiplicity: 1
* relative energy (zero: lowest compared OMol25 entry of this formula, charge and spin): 179.9 kJ/mol
* orbital gap (spin up / spin down): 5.44 / 6.36 eV
* total charge: +2
* HOMO (spin up / spin down): -15.53 / -16.36 eV

Structure (XYZ):
```
21
Properties=species:S:1:pos:R:3:mulliken_charge:R:1
O 4.14 1.33 1.68 -0.133
C 3.90 0.52 0.92 0.139
Y -0.48 -1.52 -0.34 1.245
O 0.35 1.42 1.46 -0.088
C 0.01 0.41 0.98 0.193
C -2.13 -0.07 -1.08 0.245
O -2.84 0.77 -1.42 -0.046
C 0.39 -0.31 -2.58 0.124
O 0.12 0.21 -3.63 -0.280
C 0.73 0.59 -1.36 0.387
O 1.45 1.53 -1.31 -0.204
H 0.41 -1.50 -2.27 0.214
C -3.37 -1.97 4.47 -1.076
C -2.28 -2.94 3.97 -0.253
C -1.62 -2.52 2.76 0.327
N -1.17 -2.22 1.72 -0.433
H -2.94 -0.98 4.67 0.344
H -3.83 -2.33 5.40 0.333
H -4.16 -1.89 3.71 0.340
H -1.51 -3.11 4.75 0.318
H -2.72 -3.93 3.77 0.304
```

# 5
The following is a quantum chemistry calculation of the molecule C8H6O4, from OMol25.

## Properties
* SMILES string: O=Cc1ccc(O)c(O)c1C=O
* multiplicity: 1
* relative energy (zero: lowest compared OMol25 entry of this formula, charge and spin): 278.6 kJ/mol
* orbital gap: 8.33 eV
* total charge: 0
* HOMO: -8.61 eV

Structure (XYZ):
```
18
Properties=species:S:1:pos:R:3:mulliken_charge:R:1
O 2.96 -1.63 0.03 -0.481
C 2.67 -0.48 -0.17 0.067
C 1.10 -0.24 -0.17 0.071
C 0.47 -1.49 0.06 -0.803
C -0.88 -1.64 -0.04 -0.534
C -1.66 -0.47 0.04 0.751
O -2.98 -0.45 0.33 -0.573
C -1.09 0.76 -0.22 0.329
O -1.84 1.82 -0.36 -0.550
C 0.34 0.92 -0.02 0.048
C 1.10 2.16 0.36 -0.030
O 2.22 2.36 0.03 -0.467
H 3.49 0.29 -0.38 0.368
H 1.07 -2.33 0.21 0.535
H -1.20 -2.68 -0.15 0.286
H -3.44 -1.19 -0.17 0.337
H -2.75 1.47 -0.43 0.380
H 0.44 2.81 1.06 0.266
```

# 6
The following is a quantum chemistry calculation of the molecule C8H6O4, from OMol25.

## Properties
* SMILES string: O=C(O)c1ccccc1C(=O)O
* multiplicity: 1
* relative energy (zero: lowest compared OMol25 entry of this formula, charge and spin): 93.5 kJ/mol
* orbital gap: 9.90 eV
* total charge: 0
* HOMO: -10.00 eV

Structure (XYZ):
```
18
Properties=species:S:1:pos:R:3:mulliken_charge:R:1
O -0.26 2.91 -0.27 -0.575
C -0.64 1.78 -0.11 0.562
O -1.91 1.50 0.14 -0.541
C 0.39 0.69 -0.06 0.214
C 1.69 1.05 -0.12 -0.628
C 2.80 0.10 0.08 -0.381
C 2.53 -1.22 0.06 -0.357
C 1.18 -1.67 0.15 -0.468
C 0.13 -0.73 0.03 1.009
C -1.23 -1.26 0.03 0.059
O -1.96 -0.86 0.94 -0.587
O -1.69 -2.14 -0.87 -0.468
H -2.14 0.55 0.16 0.418
H 1.96 2.03 0.00 0.509
H 3.85 0.63 0.19 0.265
H 3.41 -2.00 0.09 0.268
H 0.99 -2.78 0.18 0.312
H -2.63 -2.07 -0.58 0.390
```

# 7
The following is a quantum chemistry calculation of a cluster of 31 separate species, C8H74BN2O31 in total, from OMol25.

## Properties
* multiplicity: 1
* orbital gap: 6.86 eV
* total charge: +1
* HOMO: -12.01 eV

Structure (XYZ):
```
116
Properties=species:S:1:pos:R:3:mulliken_charge:R:1
C 1.91 1.69 3.38 -1.060
C 1.13 1.07 2.12 0.618
C 0.63 -0.41 2.30 -0.675
C -0.19 -1.11 1.14 -0.809
C -0.40 -0.24 -0.15 -0.701
C 0.17 1.22 -0.21 -0.095
N 0.90 1.83 0.90 1.005
B 1.34 3.27 0.69 0.254
O 0.88 4.22 1.70 -0.615
N 2.15 3.76 -0.46 0.093
C 3.62 3.80 -0.17 -0.897
C 1.77 5.22 -0.64 -1.226
H 1.59 2.76 3.63 0.381
H 3.05 1.62 3.31 0.337
H 1.61 1.05 4.30 0.133
H 0.84 -0.98 3.27 0.503
H -0.57 -2.17 1.30 0.192
H -0.97 -0.71 -1.02 0.786
H -0.07 1.79 -1.18 0.476
H -0.10 4.03 1.74 0.281
H 4.08 2.78 0.11 0.326
H 4.14 4.10 -1.16 0.206
H 3.92 4.63 0.58 0.329
H 2.23 5.61 -1.63 0.426
H 2.18 5.89 0.20 0.341
H 0.63 5.27 -0.69 0.252
O -1.55 0.73 4.80 -0.631
H -1.08 0.39 4.03 0.247
H -0.89 0.71 5.51 0.286
O -1.86 2.61 2.19 -0.556
H -2.69 2.90 2.60 0.237
H -1.70 1.75 2.59 0.310
O -0.70 -2.68 3.86 -0.386
H -1.51 -2.78 4.39 0.224
H -0.84 -3.28 3.11 0.328
O -0.09 0.68 -3.89 -0.489
H -0.16 0.27 -3.02 0.248
H 0.39 1.51 -3.72 0.233
O 1.79 -1.07 -5.54 -0.520
H 2.66 -0.76 -5.25 0.277
H 1.18 -0.45 -5.13 0.297
O 1.39 -2.78 -1.22 -0.647
H 2.26 -2.47 -0.93 0.279
H 0.77 -2.16 -0.80 0.196
O -3.33 -2.11 4.27 -0.573
H -4.01 -2.16 3.60 0.278
H -3.20 -1.16 4.41 0.259
O 1.27 1.43 6.60 -0.557
H 1.74 2.05 6.03 0.296
H 1.94 1.13 7.22 0.314
O 2.22 -4.00 4.62 -0.626
H 1.28 -3.96 4.39 0.351
H 2.56 -3.13 4.35 0.287
O -3.80 1.22 0.46 -0.615
H -2.93 1.56 0.70 0.355
H -4.42 1.83 0.87 0.278
O 1.75 -1.22 6.94 -0.595
H 0.95 -1.33 7.47 0.323
H 1.63 -1.82 6.20 0.267
O 3.75 -0.77 -1.40 -0.174
H 4.45 -0.79 -2.07 0.260
H 3.91 0.06 -0.92 0.069
O -3.03 -0.68 -3.94 -0.611
H -2.16 -0.35 -3.69 0.194
H -3.65 -0.07 -3.51 0.341
O -5.27 -0.09 -5.61 -0.742
H -4.83 0.51 -6.22 0.287
H -4.58 -0.36 -5.00 0.366
O -3.85 -1.53 -0.96 -0.539
H -3.59 -1.38 -1.87 0.333
H -3.77 -0.66 -0.54 0.305
O -5.81 -0.53 4.08 -0.624
H -6.01 -0.30 5.00 0.331
H -6.44 -1.23 3.87 0.291
O 3.08 -2.76 -3.86 -0.600
H 2.28 -2.86 -3.33 0.360
H 2.95 -3.37 -4.60 0.252
O 5.82 1.53 -1.68 -0.604
H 5.67 2.35 -2.18 0.256
H 6.65 1.69 -1.21 0.310
O 0.93 4.37 -3.75 -0.652
H 1.51 4.20 -2.99 0.368
H 0.53 5.22 -3.55 0.318
O 6.04 0.24 1.05 -0.571
H 6.00 0.44 0.11 0.273
H 6.46 -0.63 1.10 0.314
O -7.87 0.36 5.47 -0.657
H -8.55 0.31 4.80 0.324
H -7.75 1.31 5.61 0.318
O -6.22 -3.48 5.14 -0.601
H -6.20 -4.19 4.49 0.302
H -5.36 -3.54 5.58 0.307
O 4.13 -3.28 -0.07 -0.652
H 4.09 -3.07 -1.02 0.362
H 4.55 -4.14 -0.04 0.300
O -2.11 0.98 -6.54 -0.581
H -1.66 0.61 -7.31 0.314
H -1.44 0.99 -5.85 0.263
O 2.63 -4.39 -6.72 -0.575
H 2.60 -4.19 -7.67 0.297
H 3.05 -5.26 -6.68 0.288
O -0.26 7.56 0.44 -0.614
H -1.08 7.86 0.84 0.316
H -0.09 6.70 0.84 0.299
O -1.38 -3.18 -5.63 -0.657
H -0.50 -2.85 -5.38 0.297
H -1.99 -2.57 -5.21 0.313
O -2.57 -3.90 2.14 -0.493
H -3.37 -4.00 2.66 0.230
H -2.70 -4.49 1.39 0.267
O -4.73 -0.99 -8.46 -0.617
H -4.92 -0.73 -7.55 0.378
H -5.35 -1.71 -8.63 0.312
O 7.17 -3.23 -1.27 -0.623
H 6.37 -3.32 -0.74 0.312
H 7.03 -3.84 -2.01 0.326
```

# 8
The following is a quantum chemistry calculation of the molecule C8H7BO4, from OMol25.

## Properties
* SMILES string: O=C(O)c1ccc2c(c1)B(O)OC2
* multiplicity: 1
* orbital gap: 9.93 eV
* total charge: 0
* HOMO: -9.70 eV

Structure (XYZ):
```
20
Properties=species:S:1:pos:R:3:mulliken_charge:R:1
O -3.92 0.48 -0.32 -0.580
C -2.85 0.97 0.05 0.335
O -2.80 2.27 0.56 -0.471
C -1.60 0.26 0.00 0.533
C -1.42 -0.53 -1.13 -0.549
C -0.21 -1.08 -1.44 -0.808
C 0.93 -0.77 -0.65 0.495
C 0.77 0.11 0.38 0.268
C -0.47 0.64 0.70 -0.842
B 2.05 -0.04 1.16 0.544
O 2.33 0.70 2.33 -0.630
O 2.90 -0.90 0.54 -0.472
C 2.31 -1.31 -0.67 -0.254
H -3.70 2.67 0.55 0.342
H -2.25 -0.51 -1.82 0.396
H -0.17 -1.79 -2.28 0.378
H -0.50 1.22 1.58 0.502
H 3.29 0.74 2.65 0.294
H 2.44 -2.39 -0.72 0.310
H 2.88 -0.73 -1.46 0.208
```

# 9
The following is a quantum chemistry calculation of a cluster of 2 separate species, C8H7BrO in total, from OMol25.

## Properties
* SMILES string: Oc1ccccc1.C#CBr
* multiplicity: 1
* relative energy (zero: lowest compared OMol25 entry of this formula, charge and spin): 226.0 kJ/mol
* orbital gap: 8.98 eV
* total charge: 0
* HOMO: -8.36 eV

Structure (XYZ):
```
17
Properties=species:S:1:pos:R:3:mulliken_charge:R:1
O 0.79 -1.37 1.79 -0.489
C 0.42 -1.05 0.53 0.275
C 1.36 -0.46 -0.37 -0.354
C 0.93 -0.07 -1.64 -0.412
C -0.42 -0.18 -2.01 -0.679
C -1.34 -0.66 -1.07 -0.456
C -0.93 -1.07 0.14 -0.190
H 1.61 -1.12 2.01 0.303
H 2.39 -0.38 -0.27 0.388
H 1.73 0.38 -2.18 0.395
H -0.62 0.12 -2.96 0.447
H -2.40 -0.78 -1.09 0.344
H -1.68 -1.43 0.79 0.403
C -0.05 1.61 2.16 0.117
C -0.49 2.10 1.15 -0.433
Br -1.57 2.71 -0.18 0.001
H 0.28 1.64 3.20 0.340
```

# 10
The following is a quantum chemistry calculation of a structure of composition C8H7Cl2LuMnN3O4, from OMol25.

## Properties
* multiplicity: 5
* relative energy (zero: lowest compared OMol25 entry of this formula, charge and spin): 0.0 kJ/mol
* orbital gap (spin up / spin down): 7.92 / 5.63 eV
* <S²>: 6.0556
* total charge: +4
* HOMO (spin up / spin down): -23.27 / -23.27 eV

Structure (XYZ):
```
26
Properties=species:S:1:pos:R:3:mulliken_charge:R:1
Lu -3.07 2.83 -2.13 1.308
Mn 0.64 -0.53 -1.87 0.302
Cl -3.33 3.10 0.22 -0.335
Cl -1.16 1.04 -2.34 -0.177
C 0.57 -2.28 -2.51 0.532
C -5.11 1.77 -1.88 0.445
C -3.96 1.76 -4.07 0.297
O 0.84 -3.23 -3.12 -0.030
O -6.14 1.23 -1.82 -0.024
O -4.40 1.15 -4.94 -0.024
C 3.80 0.78 1.68 -0.858
N 2.54 0.05 1.55 0.082
C 1.93 -0.51 2.65 -0.086
C 0.72 -1.13 2.52 -0.702
C 0.12 -1.20 1.25 0.901
N 0.79 -0.77 0.17 -0.207
C 2.01 -0.14 0.31 0.810
O 2.56 0.26 -0.75 -0.610
N -1.11 -1.69 1.02 -0.253
H 4.00 1.33 0.77 0.338
H 4.62 0.09 1.88 0.396
H 3.71 1.47 2.53 0.399
H 2.48 -0.36 3.58 0.547
H 0.21 -1.55 3.38 0.478
H -1.72 -1.92 1.80 0.299
H -1.54 -1.56 0.11 0.172
```

# 11
The following is a quantum chemistry calculation of the molecule C8H7FO2, from OMol25.

## Properties
* SMILES string: C[C@@H](F)C1=CC(=O)C=CC1=O
* multiplicity: 1
* relative energy (zero: lowest compared OMol25 entry of this formula, charge and spin): 129.0 kJ/mol
* orbital gap: 8.84 eV
* total charge: 0
* HOMO: -9.97 eV

Structure (XYZ):
```
18
Properties=species:S:1:pos:R:3:mulliken_charge:R:1
C -1.31 2.02 0.40 -1.136
C -0.31 1.65 -0.72 0.140
F 0.72 2.55 -0.70 -0.325
C 0.16 0.23 -0.43 0.496
C -0.66 -0.73 -0.77 -0.314
C -0.29 -2.15 -0.47 -0.038
O -0.81 -3.07 -1.01 -0.500
C 0.78 -2.34 0.55 -0.345
C 1.61 -1.40 0.89 -0.455
C 1.48 -0.04 0.24 0.282
O 2.37 0.73 0.31 -0.477
H -1.02 1.46 1.30 0.344
H -1.28 3.08 0.62 0.350
H -2.29 1.67 0.08 0.333
H -0.78 1.68 -1.70 0.385
H -1.59 -0.49 -1.25 0.423
H 0.84 -3.31 1.02 0.398
H 2.40 -1.52 1.62 0.440
```

no.,molar mass (g mol⁻¹),strongest force on any atom (eV/Å),total energy (eV)
1,146.149,2.2,-13419.9149
2,146.149,8.3,-13417.6555
3,206.161,1.7,-20493.1727
4,285.044,5.7,-21141.9674
5,166.132,3.8,-16580.7172
6,166.132,4.0,-16582.6360
7,705.475,4.9,-76618.0837
8,177.952,4.2,-17278.4579
9,199.047,6.6,-80495.7416
10,509.972,8.5,-111011.0387
11,154.140,2.2,-15220.3651